(1)
{
  "formula": "C6H9FN3O4",
  "method": "ωB97M-V with the def2-TZVPD basis set",
  "e_tot_ev": -21742.95831,
  "largest_force_ha_per_bohr": 0.089,
  "e_above_lowest_kj_mol": 255.0,
  "charge": -1,
  "mol_weight_da": 206.15,
  "e_homo_ha": [-0.090, -0.090],
  "species": ["C", "C", "C", "C", "C", "C", "N", "N", "N", "O", "O", "O", "O", "F", "H", "H", "H", "H", "H", "H", "H", "H", "H"],
  "positions_angstrom": [[-0.44, 0.80, 2.11], [1.39, -0.72, -0.41], [-0.87, -1.76, 0.21], [0.65, 0.62, -0.72], [0.39, -1.86, -0.56], [-0.78, 0.70, -0.07], [-1.56, -0.53, -0.12], [-1.65, 1.80, -0.24], [1.51, 1.73, -0.59], [0.35, 0.02, 2.46], [1.14, 2.84, -1.00], [-1.28, 1.58, 2.40], [2.64, 1.56, -0.07], [1.22, -3.02, -0.23], [2.09, -0.91, -1.16], [1.84, -0.64, 0.59], [-1.40, -2.67, -0.02], [-0.70, -1.74, 1.36], [0.43, 0.61, -1.84], [0.23, -2.06, -1.69], [-2.06, -0.74, -0.98], [-2.21, 1.79, 0.64], [-0.95, 2.61, -0.08]],
  "nbo_charge": [0.89, -0.43, -0.28, -0.16, 0.22, 0.04, -0.64, -0.87, 0.52, -0.68, -0.41, -0.69, -0.40, -0.42, 0.20, 0.27, 0.19, 0.23, 0.20, 0.15, 0.32, 0.40, 0.37]
}

(2)
{
  "formula": "C10H11N3O3S4",
  "method": "ωB97M-V with the def2-TZVPD basis set",
  "e_tot_ev": -64499.98764,
  "largest_force_ha_per_bohr": 0.093,
  "charge": 0,
  "mol_weight_da": 349.48,
  "e_homo_ha": -0.281,
  "smiles": "CCN1C(=O)/C(=C2/SC(SCC(=O)O)=NN2C)SC1=S",
  "species": ["C", "C", "N", "C", "O", "C", "C", "S", "C", "S", "C", "C", "O", "O", "N", "N", "C", "S", "C", "S", "H", "H", "H", "H", "H", "H", "H", "H", "H", "H", "H"],
  "positions_angstrom": [[3.65, -3.74, -0.13], [2.11, -3.89, -0.53], [1.49, -2.61, -0.72], [0.67, -1.96, 0.18], [0.44, -2.36, 1.32], [-0.12, -0.84, -0.48], [-1.06, -0.02, -0.03], [-2.15, 0.99, -1.00], [-2.66, 1.76, 0.50], [-3.60, 3.25, 0.55], [-2.91, 4.34, -0.86], [-1.46, 4.71, -0.48], [-0.53, 3.98, -0.89], [-1.29, 5.82, 0.19], [-2.39, 1.06, 1.61], [-1.49, 0.10, 1.35], [-0.44, 0.10, 2.50], [0.24, -0.76, -2.11], [1.32, -2.13, -2.06], [2.07, -2.76, -3.43], [3.96, -3.10, -0.89], [3.73, -3.26, 0.82], [4.22, -4.75, -0.05], [1.74, -4.54, 0.19], [1.95, -4.53, -1.43], [-3.00, 3.74, -1.75], [-3.44, 5.27, -0.82], [-0.31, 5.93, 0.23], [0.60, 0.21, 2.16], [-0.67, 0.90, 3.10], [-0.66, -0.88, 2.95]],
  "nbo_charge": [-0.60, -0.23, -0.46, 0.68, -0.59, -0.48, 0.09, 0.36, -0.17, 0.28, -0.58, 0.77, -0.61, -0.65, -0.22, -0.22, -0.39, 0.47, -0.10, -0.10, 0.21, 0.21, 0.22, 0.22, 0.23, 0.25, 0.25, 0.51, 0.21, 0.21, 0.24]
}

(3)
{
  "formula": "C46H93IO11Si",
  "method": "ωB97M-V with the def2-TZVPD basis set",
  "e_tot_ev": -87712.61091,
  "largest_force_ha_per_bohr": 0.062,
  "charge": 0,
  "mol_weight_da": 977.23,
  "e_homo_ha": -0.341,
  "smiles": "CCCCCCCCCCC[Si@@H](CC(=O)I)OC[C@H](C)C(C)C.CC(C)=O.CC(C)=O.CC(C)=O.CC(C)=O.CC(C)=O.CC(C)=O.CC(C)=O.CC(C)=O.CC(C)=O",
  "species": ["C", "C", "C", "C", "C", "C", "C", "C", "C", "C", "C", "Si", "C", "C", "O", "I", "O", "C", "C", "C", "C", "C", "C", "H", "H", "H", "H", "H", "H", "H", "H", "H", "H", "H", "H", "H", "H", "H", "H", "H", "H", "H", "H", "H", "H", "H", "H", "H", "H", "H", "H", "H", "H", "H", "H", "H", "H", "H", "H", "H", "H", "H", "C", "C", "C", "O", "H", "H", "H", "H", "H", "H", "C", "C", "C", "O", "H", "H", "H", "H", "H", "H", "C", "C", "C", "O", "H", "H", "H", "H", "H", "H", "C", "C", "C", "O", "H", "H", "H", "H", "H", "H", "C", "C", "C", "O", "H", "H", "H", "H", "H", "H", "C", "C", "C", "O", "H", "H", "H", "H", "H", "H", "C", "C", "C", "O", "H", "H", "H", "H", "H", "H", "C", "C", "C", "O", "H", "H", "H", "H", "H", "H", "C", "C", "C", "O", "H", "H", "H", "H", "H", "H"],
  "positions_angstrom": [[6.94, -0.26, 1.08], [5.85, -0.15, 0.00], [6.46, 0.38, -1.30], [5.46, 0.94, -2.30], [4.47, 1.96, -1.73], [4.20, 3.15, -2.67], [2.74, 3.53, -2.78], [2.16, 4.19, -1.53], [0.66, 3.91, -1.32], [-0.08, 5.12, -0.77], [-1.60, 5.07, -1.01], [-2.49, 3.61, -0.26], [-2.66, 3.77, 1.63], [-1.41, 3.46, 2.36], [-0.51, 4.24, 2.65], [-1.24, 1.35, 2.93], [-4.05, 3.61, -0.82], [-4.47, 2.53, -1.67], [-5.55, 1.72, -0.98], [-4.97, 0.75, 0.05], [-6.44, 1.00, -2.01], [-5.74, -0.20, -2.65], [-7.80, 0.59, -1.43], [7.16, 0.71, 1.50], [6.68, -0.98, 1.85], [7.85, -0.60, 0.59], [5.44, -1.15, -0.15], [5.06, 0.50, 0.36], [6.99, -0.46, -1.76], [7.23, 1.10, -1.04], [6.02, 1.43, -3.10], [4.94, 0.11, -2.77], [4.80, 2.34, -0.77], [3.51, 1.46, -1.61], [4.54, 2.88, -3.67], [4.81, 4.01, -2.37], [2.13, 2.67, -3.06], [2.64, 4.24, -3.60], [2.74, 3.89, -0.65], [2.32, 5.27, -1.62], [0.25, 3.64, -2.29], [0.61, 3.07, -0.62], [0.30, 5.99, -1.31], [0.17, 5.30, 0.27], [-1.78, 5.01, -2.08], [-2.08, 5.99, -0.67], [-1.81, 2.35, -0.61], [-3.05, 4.77, 1.85], [-3.42, 3.06, 1.92], [-4.89, 2.97, -2.57], [-3.63, 1.89, -1.96], [-6.19, 2.42, -0.44], [-5.69, -0.02, 0.31], [-4.08, 0.25, -0.32], [-4.72, 1.25, 0.98], [-6.64, 1.70, -2.82], [-6.35, -0.59, -3.47], [-4.77, 0.07, -3.05], [-5.62, -0.99, -1.92], [-8.61, 0.93, -2.06], [-7.88, -0.49, -1.33], [-7.94, 1.03, -0.44], [10.83, -2.08, -1.85], [10.44, -0.69, -2.30], [11.21, -0.11, -3.46], [9.55, -0.08, -1.75], [10.20, -2.38, -1.02], [10.70, -2.79, -2.67], [11.88, -2.09, -1.54], [11.09, -0.74, -4.34], [12.26, -0.04, -3.22], [10.82, 0.88, -3.68], [-2.63, -2.39, 2.95], [-4.13, -2.29, 3.00], [-4.83, -2.90, 4.18], [-4.75, -1.74, 2.12], [-2.26, -1.91, 2.05], [-2.19, -1.89, 3.82], [-2.33, -3.44, 2.95], [-4.49, -2.43, 5.11], [-4.61, -3.98, 4.22], [-5.90, -2.76, 4.08], [-3.11, -7.33, 5.43], [-4.61, -7.22, 5.46], [-5.31, -7.83, 6.65], [-5.23, -6.67, 4.58], [-2.73, -6.85, 4.52], [-2.68, -6.83, 6.30], [-2.80, -8.37, 5.43], [-4.97, -7.36, 7.57], [-5.09, -8.90, 6.70], [-6.38, -7.69, 6.55], [15.62, -0.73, -2.50], [14.91, -1.98, -2.98], [15.65, -3.28, -2.81], [13.81, -1.93, -3.47], [14.99, 0.14, -2.67], [15.83, -0.81, -1.43], [16.56, -0.60, -3.04], [15.87, -3.46, -1.76], [16.59, -3.25, -3.36], [15.04, -4.10, -3.19], [2.17, -1.60, -3.72], [2.09, -0.24, -4.37], [0.75, 0.17, -4.92], [3.05, 0.49, -4.44], [3.19, -1.77, -3.36], [1.49, -1.65, -2.87], [1.91, -2.37, -4.44], [0.00, 0.19, -4.12], [0.42, -0.53, -5.69], [0.82, 1.17, -5.36], [1.47, -7.47, 4.46], [0.28, -8.30, 4.06], [-0.12, -8.25, 2.61], [-0.33, -8.96, 4.86], [1.65, -7.59, 5.53], [2.36, -7.80, 3.92], [1.29, -6.42, 4.24], [0.70, -8.62, 1.98], [-0.37, -7.23, 2.32], [-0.99, -8.89, 2.46], [-5.72, 5.68, 3.39], [-6.26, 7.06, 3.10], [-5.67, 7.78, 1.92], [-7.13, 7.55, 3.78], [-6.23, 5.26, 4.26], [-5.89, 5.03, 2.53], [-4.65, 5.73, 3.59], [-5.83, 7.21, 1.00], [-4.60, 7.92, 2.06], [-6.14, 8.76, 1.81], [-3.61, -7.22, 0.55], [-3.48, -5.79, 1.03], [-4.57, -4.83, 0.64], [-2.53, -5.44, 1.69], [-2.77, -7.80, 0.89], [-4.53, -7.65, 0.94], [-3.65, -7.24, -0.54], [-5.52, -5.18, 1.04], [-4.64, -4.76, -0.45], [-4.35, -3.85, 1.04], [-10.05, 8.29, -1.85], [-8.93, 8.14, -0.84], [-8.96, 6.90, 0.02], [-8.06, 8.96, -0.73], [-9.91, 9.22, -2.40], [-10.04, 7.45, -2.55], [-11.01, 8.32, -1.34], [-8.91, 6.01, -0.60], [-9.88, 6.87, 0.61], [-8.12, 6.91, 0.70]],
  "lowdin_charge": [-0.11, -0.26, -0.23, -0.20, -0.20, -0.21, -0.22, -0.20, -0.22, -0.26, -0.24, 0.57, -0.27, -0.84, -0.02, 0.78, -0.22, -0.23, -0.34, -0.06, -0.40, -0.07, -0.06, 0.07, 0.06, 0.06, 0.10, 0.09, 0.10, 0.10, 0.11, 0.09, 0.10, 0.11, 0.10, 0.11, 0.09, 0.11, 0.11, 0.11, 0.11, 0.10, 0.10, 0.10, 0.08, 0.08, 0.04, 0.08, 0.04, 0.12, 0.10, 0.14, 0.07, 0.09, 0.07, 0.12, 0.08, 0.07, 0.07, 0.07, 0.07, 0.07, -0.02, -0.49, -0.02, 0.06, 0.08, 0.09, 0.07, 0.09, 0.06, 0.08, -0.04, -0.51, -0.01, 0.05, 0.07, 0.07, 0.06, 0.09, 0.07, 0.08, -0.02, -0.50, -0.02, 0.05, 0.07, 0.09, 0.08, 0.09, 0.09, 0.08, -0.02, -0.49, -0.02, 0.06, 0.08, 0.09, 0.09, 0.09, 0.09, 0.08, -0.02, -0.50, -0.02, 0.07, 0.08, 0.09, 0.08, 0.08, 0.08, 0.08, -0.02, -0.50, -0.02, 0.06, 0.08, 0.08, 0.09, 0.09, 0.08, 0.08, -0.02, -0.51, -0.03, 0.07, 0.08, 0.08, 0.08, 0.08, 0.08, 0.08, -0.01, -0.48, 0.00, 0.05, 0.06, 0.09, 0.09, 0.10, 0.09, 0.05, -0.03, -0.50, -0.01, 0.07, 0.08, 0.08, 0.08, 0.09, 0.09, 0.05]
}

(4)
{
  "formula": "C6H33NO9S",
  "method": "ωB97M-V with the def2-TZVPD basis set",
  "e_tot_ev": -37509.90700,
  "largest_force_ha_per_bohr": 0.036,
  "e_above_lowest_kj_mol": 224.9,
  "charge": 0,
  "mol_weight_da": 295.39,
  "e_homo_ha": -0.338,
  "smiles": "CN(C)CCCCS.O.O.O.O.O.O.O.O.O",
  "species": ["C", "N", "C", "C", "C", "C", "C", "S", "H", "H", "H", "H", "H", "H", "H", "H", "H", "H", "H", "H", "H", "H", "H", "O", "H", "H", "O", "H", "H", "O", "H", "H", "O", "H", "H", "O", "H", "H", "O", "H", "H", "O", "H", "H", "O", "H", "H", "O", "H", "H"],
  "positions_angstrom": [[-0.97, 1.40, 1.44], [-0.64, 1.35, -0.01], [0.12, 2.59, -0.33], [0.13, 0.11, -0.25], [0.64, 0.08, -1.75], [0.10, -1.18, -2.53], [0.41, -2.49, -1.78], [2.15, -3.17, -1.92], [-0.92, 0.40, 1.92], [-1.94, 1.87, 1.53], [-0.20, 1.88, 2.04], [0.63, 2.87, 0.58], [0.92, 2.52, -1.08], [-0.55, 3.38, -0.53], [-0.44, -0.79, 0.00], [0.95, 0.03, 0.49], [1.72, 0.12, -1.81], [0.17, 0.95, -2.22], [0.44, -1.33, -3.57], [-1.01, -1.18, -2.50], [0.23, -2.31, -0.72], [-0.16, -3.35, -2.12], [2.69, -1.97, -1.80], [-2.44, 1.15, -2.13], [-2.03, 1.05, -1.24], [-1.93, 1.86, -2.56], [3.41, 1.70, -0.31], [3.87, 2.30, 0.26], [2.68, 1.27, 0.16], [-3.25, -0.98, -0.60], [-3.64, -0.78, -1.45], [-2.99, -0.17, -0.14], [0.50, -2.16, 2.11], [-0.33, -2.21, 1.62], [1.23, -2.55, 1.62], [-2.30, -3.46, 0.01], [-2.42, -2.56, -0.37], [-3.14, -3.69, 0.40], [3.19, -1.96, 1.25], [3.59, -2.32, 0.45], [3.61, -2.19, 2.08], [-3.84, 1.75, 0.20], [-4.81, 1.74, 0.13], [-3.65, 1.54, -0.74], [1.84, 0.43, 2.60], [1.07, -0.15, 2.53], [2.60, -0.08, 2.29], [1.87, 3.10, 2.79], [1.01, 3.45, 3.02], [1.85, 2.14, 2.96]],
  "nbo_charge": [-0.44, -0.50, -0.45, -0.24, -0.43, -0.42, -0.47, -0.09, 0.19, 0.23, 0.19, 0.21, 0.23, 0.20, 0.20, 0.19, 0.22, 0.21, 0.22, 0.22, 0.20, 0.23, 0.10, -1.01, 0.50, 0.48, -0.96, 0.48, 0.48, -0.97, 0.50, 0.50, -0.98, 0.49, 0.50, -0.99, 0.50, 0.47, -0.99, 0.51, 0.49, -0.97, 0.47, 0.48, -0.99, 0.51, 0.50, -0.98, 0.46, 0.50]
}

(5)
{
  "formula": "C3HN3O",
  "method": "ωB97M-V with the def2-TZVPD basis set",
  "e_tot_ev": -9637.62819,
  "largest_force_ha_per_bohr": 0.283,
  "e_above_lowest_kj_mol": 500.7,
  "charge": 0,
  "mol_weight_da": 95.06,
  "e_homo_ha": -0.389,
  "smiles": "N#CC(C#N)=NO",
  "species": ["N", "C", "C", "C", "N", "N", "O", "H"],
  "positions_angstrom": [[2.94, -0.36, -0.31], [1.73, -0.60, 0.22], [0.40, -0.26, 0.46], [-0.75, -1.15, 0.25], [-1.64, -1.94, -0.29], [0.09, 0.97, -0.08], [-1.29, 1.15, -0.06], [-1.47, 2.19, -0.20]],
  "nbo_charge": [-0.19, 0.22, -0.11, 0.23, -0.23, 0.08, -0.51, 0.51]
}

(6)
{
  "formula": "C45H49N3O2P2SSe2W",
  "method": "ωB97M-V with the def2-TZVPD basis set",
  "e_tot_ev": -217921.56990,
  "spin_multiplicity": 3,
  "largest_force_ha_per_bohr": 0.007,
  "e_above_lowest_kj_mol": 0.0,
  "s2": 2.0120,
  "charge": 4,
  "mol_weight_da": 1099.68,
  "e_homo_ha": [-0.651, -0.638],
  "species": ["W", "C", "S", "C", "C", "C", "N", "P", "C", "C", "C", "C", "C", "C", "C", "C", "C", "C", "C", "C", "P", "C", "C", "C", "C", "C", "C", "C", "C", "C", "C", "C", "C", "H", "H", "H", "H", "H", "H", "H", "H", "H", "H", "H", "H", "H", "H", "H", "H", "H", "H", "H", "H", "H", "H", "H", "H", "H", "H", "H", "H", "H", "C", "Se", "C", "C", "Se", "C", "H", "H", "H", "H", "H", "H", "H", "H", "H", "H", "O", "C", "O", "C", "C", "C", "C", "C", "C", "N", "C", "C", "C", "C", "C", "C", "N", "H", "H", "H", "H", "H", "H", "H", "H", "H", "H"],
  "positions_angstrom": [[0.32, 1.42, 0.00], [-2.89, -7.24, 3.16], [-1.60, -6.27, 2.43], [-2.34, -4.65, 2.23], [-1.31, -3.59, 1.83], [-2.01, -2.26, 1.56], [-1.09, -1.20, 1.12], [-0.37, -0.97, -0.43], [-1.61, -1.55, -1.60], [-2.71, -0.72, -1.84], [-3.74, -1.13, -2.67], [-3.68, -2.39, -3.27], [-2.61, -3.23, -3.01], [-1.58, -2.82, -2.17], [1.07, -2.06, -0.55], [1.82, -2.27, 0.61], [3.03, -2.96, 0.56], [3.51, -3.43, -0.65], [2.78, -3.20, -1.82], [1.57, -2.52, -1.77], [-0.83, 0.31, 1.79], [-0.65, 0.13, 3.56], [-1.47, 0.84, 4.44], [-1.29, 0.72, 5.81], [-0.29, -0.09, 6.31], [0.54, -0.80, 5.44], [0.36, -0.69, 4.08], [-2.09, 1.55, 1.50], [-3.40, 1.25, 1.07], [-4.35, 2.24, 1.03], [-4.02, 3.55, 1.38], [-2.74, 3.88, 1.76], [-1.77, 2.88, 1.85], [-2.57, -8.28, 3.14], [-3.82, -7.09, 2.62], [-3.01, -6.91, 4.20], [-2.86, -4.41, 3.16], [-3.11, -4.79, 1.46], [-0.77, -3.91, 0.93], [-0.57, -3.46, 2.63], [-2.50, -1.90, 2.47], [-2.78, -2.39, 0.80], [-2.77, 0.25, -1.36], [-4.59, -0.48, -2.86], [-4.48, -2.71, -3.93], [-2.57, -4.21, -3.47], [-0.76, -3.50, -1.97], [1.46, -1.90, 1.56], [3.59, -3.13, 1.47], [4.44, -3.97, -0.70], [3.15, -3.57, -2.77], [1.03, -2.35, -2.69], [-2.27, 1.47, 4.07], [-1.94, 1.26, 6.49], [-0.15, -0.18, 7.38], [1.32, -1.44, 5.84], [1.02, -1.24, 3.42], [-3.66, 0.23, 0.82], [-5.37, 2.00, 0.75], [-4.79, 4.32, 1.36], [-2.49, 4.89, 2.06], [-0.81, 3.11, 2.30], [-2.67, 3.13, -1.82], [-1.01, 2.22, -2.24], [0.02, 3.83, -2.66], [0.12, 4.79, -1.50], [1.01, 4.03, 0.05], [2.84, 4.20, -0.58], [-2.89, 3.77, -2.67], [-2.60, 3.70, -0.90], [-3.45, 2.37, -1.74], [-0.49, 4.29, -3.51], [1.00, 3.48, -3.01], [-0.85, 5.13, -1.16], [0.70, 5.68, -1.77], [2.96, 3.74, -1.56], [3.49, 3.73, 0.15], [3.06, 5.26, -0.62], [3.12, 1.22, -7.67], [2.44, 0.38, -6.89], [1.92, -0.60, -7.31], [2.35, 0.69, -5.41], [3.32, 1.37, -4.68], [3.21, 1.48, -3.30], [2.13, 0.91, -2.64], [1.14, 0.26, -3.37], [1.26, 0.14, -4.74], [2.07, 0.97, -1.20], [3.17, 0.75, -0.57], [3.22, 1.00, 0.85], [4.41, 1.00, 1.56], [4.40, 1.43, 2.88], [3.20, 1.86, 3.43], [2.05, 1.81, 2.66], [2.04, 1.39, 1.39], [3.41, 2.03, -7.23], [4.19, 1.79, -5.17], [3.99, 2.00, -2.75], [0.29, -0.19, -2.88], [0.53, -0.41, -5.32], [4.07, 0.44, -1.11], [5.32, 0.68, 1.08], [5.32, 1.45, 3.46], [3.15, 2.23, 4.44], [1.10, 2.12, 3.09]],
  "lowdin_charge": [0.86, -0.28, 1.21, -0.41, -0.23, -0.21, -0.39, 0.91, -0.36, -0.13, -0.04, -0.02, -0.03, -0.07, -0.35, -0.12, -0.05, -0.03, -0.03, -0.10, 0.84, -0.34, -0.06, -0.03, -0.02, -0.04, -0.10, -0.40, -0.08, -0.04, -0.02, -0.04, -0.15, 0.08, 0.09, 0.09, 0.12, 0.12, 0.11, 0.12, 0.13, 0.12, 0.04, 0.12, 0.13, 0.13, 0.10, 0.07, 0.12, 0.13, 0.13, 0.10, 0.11, 0.13, 0.13, 0.12, 0.09, 0.11, 0.13, 0.14, 0.13, 0.08, -0.29, 1.00, -0.46, -0.47, 0.99, -0.29, 0.06, 0.01, 0.03, 0.10, 0.06, 0.07, 0.10, 0.02, 0.03, 0.06, 0.17, -0.47, 0.17, -0.09, 0.02, -0.02, -0.28, -0.11, 0.03, -0.06, -0.06, -0.26, 0.04, 0.02, 0.01, -0.12, -0.09, 0.12, 0.14, 0.12, 0.04, 0.14, 0.16, 0.14, 0.14, 0.14, 0.10]
}

(7)
{
  "formula": "C2H7N2O2",
  "method": "ωB97M-V with the def2-TZVPD basis set",
  "e_tot_ev": -9247.64597,
  "largest_force_ha_per_bohr": 0.066,
  "e_above_lowest_kj_mol": 880.6,
  "charge": 1,
  "mol_weight_da": 91.09,
  "e_homo_ha": [-0.515, -0.544],
  "species": ["C", "C", "N", "N", "O", "O", "H", "H", "H", "H", "H", "H", "H"],
  "positions_angstrom": [[2.81, 0.33, 0.03], [-2.23, -0.68, 0.19], [0.18, -0.32, -0.19], [-0.98, 0.09, -0.07], [0.54, -1.48, -0.12], [-1.10, 1.41, -0.18], [2.40, -0.55, 0.52], [3.28, 0.31, -0.96], [2.99, 1.34, 0.46], [-2.85, -0.74, -0.62], [-1.92, -1.60, 0.65], [-2.78, 0.01, 0.83], [-0.33, 1.88, -0.53]],
  "nbo_charge": [-0.07, -0.44, 0.24, 0.18, -0.33, -0.49, 0.23, 0.21, 0.21, 0.25, 0.26, 0.25, 0.51]
}